Entry 1:
# C58H61F4N4O2

A 2-piece molecular cluster, C58H61F4N4O2 overall at a distorted geometry (wB97M-V/def2-TZVPD, the OMol25 dataset).

Calculated values
net charge	+1
frontier orbital gap	4.294	eV
E_HOMO	-10.0	eV
F_max	0.0661	Eh/bohr
ΔE to the lowest compared entry with this formula, charge and spin	0.628	eV

Atoms and positions in Å:
1 F 0.75655 -3.79526 2.32635
2 C 0.44892 -2.64850 3.02227
3 C 0.51748 -2.68413 4.41738
4 C 0.19535 -1.49283 5.05589
5 F 0.30169 -1.45078 6.42969
6 C -0.21463 -0.33541 4.39156
7 C -0.23912 -0.28612 2.97757
8 C -0.69771 0.83554 2.15205
9 C -1.60370 0.43594 1.13286
10 C -1.73168 0.95929 -0.14579
11 C -2.56768 0.30882 -1.13333
12 C -3.32005 1.07119 -2.06315
13 C -4.11625 0.41177 -2.99227
14 F -4.84221 1.16396 -3.89248
15 C -4.20884 -0.97883 -3.07377
16 C -3.45530 -1.70139 -2.14940
17 F -3.42644 -3.07339 -2.26047
18 C -2.69227 -1.10424 -1.15487
19 C 0.08246 -1.51598 2.31570
20 H 0.81535 -3.57658 4.96261
21 H -0.52985 0.52209 4.97986
22 H -0.06820 1.70370 1.93012
23 H -2.23313 -0.43504 1.38477
24 H -1.17770 1.86052 -0.44874
25 H -3.28311 2.16206 -2.01913
26 H -4.83414 -1.46775 -3.81413
27 H -2.15909 -1.70665 -0.42127
28 H 0.02898 -1.57320 1.22451
29 C -2.87243 5.74675 6.60448
30 C -3.37776 4.34657 6.90319
31 C -2.42815 3.65110 7.88329
32 C -4.73915 4.52765 7.59049
33 C -3.56420 3.43556 5.65950
34 C -4.16832 2.20026 5.91261
35 C -4.62628 1.39587 4.87463
36 C -4.56146 1.85950 3.56179
37 C -3.94380 3.07356 3.26945
38 C -4.05959 3.68370 1.85531
39 C -4.63741 5.10177 1.93034
40 C -4.93517 2.82560 0.94480
41 C -2.68829 3.72150 1.21786
42 C -3.22280 3.70751 4.31457
43 N -2.08695 4.55770 3.99644
44 C -0.77081 4.21218 3.82036
45 C -0.34083 2.89804 3.70600
46 C 1.03194 2.51738 4.09499
47 C 2.12313 2.30015 3.21783
48 C 3.42577 2.34863 3.70294
49 C 3.61174 2.49058 5.09218
50 N 4.72532 3.22402 5.57441
51 O 4.62609 3.70752 6.73315
52 O 5.70110 3.43921 4.82527
53 C 2.53940 2.31186 5.98914
54 C 1.25956 2.30546 5.48011
55 N -0.07234 5.43217 3.79777
56 C 1.37101 5.67323 3.77650
57 C 2.09392 5.67374 2.55218
58 C 1.56984 5.69078 1.08380
59 C 2.02703 6.99877 0.41706
60 C 0.07055 5.59355 0.93749
61 C 2.15893 4.48997 0.33043
62 C 3.49840 5.74804 2.59556
63 C 4.17987 5.93254 3.77837
64 C 3.46018 6.09834 4.94646
65 C 2.06124 5.99271 4.98388
66 C 1.40421 6.27733 6.37895
67 C 2.45098 6.50978 7.47620
68 C 0.58581 5.08134 6.83566
69 C 0.54602 7.53903 6.33576
70 C -1.05958 6.42584 3.65726
71 C -0.86295 7.83702 3.35710
72 C 0.38189 8.48801 3.16361
73 C 0.42940 9.85221 2.87376
74 C -0.75298 10.59440 2.76738
75 C -1.99328 9.97823 2.99492
76 C -2.04800 8.61775 3.29067
77 N -2.26971 5.91027 3.79252
78 H -3.44866 6.24652 5.82136
79 H -2.93996 6.35647 7.51758
80 H -1.81941 5.74505 6.31539
81 H -2.86609 2.72429 8.27424
82 H -1.48052 3.39020 7.39281
83 H -2.20841 4.31755 8.72888
84 H -5.17439 3.57469 7.90834
85 H -4.62550 5.16149 8.47872
86 H -5.44098 5.02025 6.90664
87 H -4.32898 1.88593 6.94392
88 H -5.08537 0.43324 5.08919
89 H -5.01297 1.25626 2.76994
90 H -4.02822 5.74530 2.57395
91 H -4.66066 5.54549 0.92656
92 H -5.65542 5.07709 2.34016
93 H -4.49927 1.82802 0.81021
94 H -5.95173 2.72803 1.34324
95 H -4.99947 3.28657 -0.04856
96 H -2.16211 2.77299 1.36965
97 H -2.75415 3.91428 0.13930
98 H -2.08808 4.50068 1.66853
99 H -1.16048 2.18760 3.81990
100 H 1.96270 2.11108 2.15585
101 H 4.30349 2.39212 3.05995
102 H 2.74647 2.25083 7.05391
103 H 0.40030 2.15440 6.14014
104 H 3.11924 7.07921 0.38356
105 H 1.64570 7.05527 -0.61046
106 H 1.63754 7.86003 0.97515
107 H -0.28611 4.71975 1.48297
108 H -0.44439 6.49395 1.28694
109 H -0.18843 5.45604 -0.12361
110 H 1.86054 3.55472 0.82116
111 H 1.77803 4.46697 -0.69922
112 H 3.25252 4.51632 0.28319
113 H 4.07673 5.66876 1.67484
114 H 5.26713 5.99676 3.79679
115 H 4.02672 6.33294 5.84427
116 H 3.02484 7.42240 7.28396
117 H 1.94364 6.63988 8.43865
118 H 3.12924 5.65443 7.57211
119 H -0.06122 4.71139 6.03442
120 H 1.24528 4.25348 7.13001
121 H -0.03192 5.35150 7.70614
122 H -0.32055 7.42252 5.68226
123 H 0.17482 7.77354 7.34302
124 H 1.13791 8.38835 5.97142
125 H 1.30838 7.92437 3.28518
126 H 1.40568 10.32586 2.73240
127 H -0.70438 11.65388 2.51294
128 H -2.92025 10.54811 2.94492
129 H -2.99558 8.11232 3.48373


Entry 2:
# C58H62N12O10PS4SeTl

C58H62N12O10PS4SeTl as an isolated structure (wB97M-V/def2-TZVPD, the OMol25 dataset).

Calculated values
net charge	-2
frontier orbital gap	6.368	eV
E_HOMO	-3.1	eV
F_max	0.0145	Eh/bohr
ΔE to the lowest compared entry with this formula, charge and spin	0.697	eV

Atoms and positions in Å:
1 Tl 0.00819 0.03655 0.16828
2 N 3.04314 1.87470 -1.99074
3 C 3.58033 0.66206 -1.74711
4 N 2.95842 -0.32176 -1.17802
5 C 3.76867 -1.43018 -1.07862
6 C 5.02406 -1.29427 -1.57331
7 S 5.24430 0.30393 -2.18842
8 C 3.24905 -2.65465 -0.44605
9 C 3.92022 -3.83150 -0.36979
10 S 2.98281 -4.99053 0.49547
11 C 1.73184 -3.77928 0.67830
12 N 1.99999 -2.64248 0.13825
13 N 0.55646 -4.07091 1.31701
14 H 2.06692 2.06617 -1.72181
15 H 3.58371 2.58528 -2.44633
16 H 5.82981 -2.00763 -1.57908
17 H 4.89663 -4.07892 -0.74877
18 H 0.60149 -4.83447 1.97087
19 H 0.06532 -3.24518 1.66926
20 Se -8.68165 1.14995 -1.27984
21 N -7.67902 0.78172 0.15743
22 C -6.43236 0.87686 -0.21084
23 C -5.29842 0.60785 0.66749
24 C -5.43623 0.36036 2.03348
25 C -4.31320 0.06147 2.76888
26 C -3.09320 -0.07197 2.09858
27 N -2.95370 0.18150 0.81123
28 C -4.01445 0.58651 0.12127
29 C -3.76902 1.10466 -1.24380
30 N -2.49669 1.32612 -1.57670
31 C -2.23702 1.87164 -2.75250
32 C -3.23109 2.17552 -3.68680
33 C -4.54521 1.93641 -3.35302
34 C -4.83408 1.40992 -2.09507
35 C -6.20100 1.23468 -1.60821
36 N -7.26340 1.41402 -2.34048
37 H -6.42001 0.41455 2.48272
38 H -4.36765 -0.09569 3.83782
39 H -2.20494 -0.42161 2.61090
40 H -1.19135 2.07538 -2.95776
41 H -2.95966 2.59539 -4.64648
42 H -5.35923 2.16005 -4.03103
43 O -2.59132 3.41184 1.27966
44 C -1.41780 3.11940 0.97920
45 O -0.76628 2.11630 1.37178
46 C -0.71199 4.13599 0.06904
47 C -0.92457 5.44854 0.36798
48 C -0.32044 6.49317 -0.36233
49 C 0.42123 6.22212 -1.47584
50 C 0.60382 4.90252 -1.84383
51 C 0.17209 3.76812 -1.02601
52 O 0.56415 2.60328 -1.24737
53 N 1.31728 4.69330 -3.06314
54 O 2.09946 5.55812 -3.45544
55 O 1.12351 3.66847 -3.69218
56 N -0.52591 7.86640 0.01924
57 O 0.03404 8.74988 -0.62466
58 O -1.24977 8.10383 0.97663
59 H -1.59223 5.69384 1.18181
60 H 0.82507 7.01741 -2.08281
61 C -2.86669 -4.77605 -0.43314
62 P -1.94563 -3.21761 -0.81499
63 C -0.80752 -3.91151 -2.08434
64 C -3.18827 -2.42664 -1.92362
65 H -3.26018 -5.24804 -1.33861
66 H -3.69393 -4.56981 0.24917
67 H -2.18718 -5.47158 0.06405
68 H -1.36440 -4.39772 -2.89177
69 H -0.14044 -4.63712 -1.61413
70 H -0.19829 -3.10784 -2.49899
71 H -3.56441 -3.11678 -2.68493
72 H -2.72328 -1.57128 -2.41823
73 H -4.02445 -2.05190 -1.32875
74 C -2.68675 -1.55175 -6.22879
75 C -2.15864 -0.99299 -7.54979
76 C -1.00247 0.00502 -7.42026
77 C 0.39220 -0.61064 -7.28108
78 N 0.70427 -1.14460 -5.95056
79 C 0.70214 -0.25325 -4.88293
80 S -0.31501 -0.43974 -3.58268
81 N 1.52416 0.80028 -4.98332
82 C 2.82439 0.81545 -5.64644
83 C 3.19711 2.19429 -6.18431
84 C 2.43899 2.67840 -7.42298
85 C 1.02889 3.19366 -7.14033
86 H -3.58507 -2.14951 -6.39722
87 H -2.93912 -0.74512 -5.53888
88 H -1.96308 -2.18229 -5.71247
89 H -2.98504 -0.48906 -8.05879
90 H -1.85052 -1.81497 -8.20681
91 H -1.18201 0.66046 -6.56174
92 H -0.98367 0.64646 -8.30652
93 H 1.13248 0.14591 -7.52898
94 H 0.51488 -1.42946 -7.99554
95 H 0.11362 -1.92610 -5.70352
96 H 1.44264 1.42327 -4.19197
97 H 2.83116 0.06488 -6.43486
98 H 3.58349 0.51687 -4.91594
99 H 4.26652 2.15911 -6.41322
100 H 3.06604 2.92845 -5.38335
101 H 2.40800 1.87122 -8.16467
102 H 3.01718 3.48776 -7.87798
103 H 0.41409 2.43847 -6.65358
104 H 0.53281 3.50048 -8.06448
105 H 1.06641 4.05107 -6.46767
106 O -0.45757 -2.02841 3.45049
107 S 0.46279 -2.44062 4.55546
108 C -0.58580 -3.73951 5.44142
109 C -2.04453 -3.46473 5.39120
110 C -2.74198 -3.57727 4.18662
111 C -4.09302 -3.28059 4.11626
112 C -4.78128 -2.86420 5.24923
113 C -4.10040 -2.73986 6.45148
114 C -2.74434 -3.03257 6.51690
115 C 0.30770 -1.20734 5.93033
116 C 0.25301 0.22583 5.51012
117 C -0.96774 0.77501 5.13714
118 C -1.05078 2.07642 4.66578
119 C 0.09401 2.85446 4.59921
120 C 1.31097 2.33123 5.01411
121 C 1.39190 1.02314 5.46335
122 H -0.20011 -3.80308 6.46111
123 H -0.31969 -4.65283 4.90587
124 H -2.21493 -3.88657 3.29192
125 H -4.60710 -3.35221 3.16584
126 H -5.83537 -2.62364 5.18951
127 H -4.62153 -2.40854 7.34151
128 H -2.22037 -2.93738 7.46212
129 H 1.17305 -1.41331 6.56351
130 H -0.61165 -1.47223 6.45013
131 H -1.85667 0.15676 5.19342
132 H -1.99063 2.47103 4.30155
133 H 0.03893 3.85709 4.19575
134 H 2.20958 2.93309 4.95414
135 H 2.34785 0.60165 5.74666
136 O 2.36421 -1.13954 3.81880
137 C 2.65060 -0.31810 2.89822
138 O 1.92409 0.18868 2.03210
139 C 4.12274 0.10073 2.84560
140 C 5.04568 -0.36785 3.77124
141 C 6.37678 0.02491 3.70039
142 C 6.79509 0.88831 2.69545
143 C 5.87604 1.35572 1.76279
144 C 4.54682 0.96427 1.84071
145 H 4.70124 -1.04703 4.54093
146 H 7.09097 -0.34467 4.42796
147 H 7.83345 1.19475 2.63846
148 H 6.19754 2.02444 0.97290
149 H 3.80858 1.31351 1.12916


Question: Among the records above, which one has the highest net charge?
Answer: C58H61F4N4O2


Question: Among the records above, which one has the highest frontier orbital gap?
Answer: C58H62N12O10PS4SeTl


Question: The lowest frontier orbital gap belongs to which entry?
Answer: C58H61F4N4O2